Entry from the OMol25 dataset: a structure of composition C28H53ClINO14P in a non-equilibrium geometry (ωB97M-V with the def2-TZVPD basis set).

- Multiplicity: 1
- Net charge: +1
- Gap between HOMO and LUMO: 7.7 eV
- F_max: 3.83 eV Å⁻¹
- HOMO level: -11.85 eV
- Calculated total energy: -89958.58375 eV
- LUMO: -4.2 eV

Geometry (Å):
C  1.692  2.424  0.915
C  1.114  2.726  -0.468
O  1.656  1.895  -1.508
P  0.781  0.588  -1.795
O  0.257  0.075  -0.522
C  -0.526  0.920  -3.019
C  -1.643  1.819  -2.487
C  -2.467  1.178  -1.365
C  -3.594  2.010  -0.875
N  -3.757  3.218  -1.214
C  -4.921  3.823  -0.511
C  -4.253  4.945  0.351
C  -5.241  5.594  1.298
O  -6.395  5.438  1.263
O  -4.709  6.414  2.230
C  -5.319  2.766  0.526
C  -4.571  1.417  0.103
I  -3.589  0.529  1.778
C  -5.714  0.448  -0.459
Cl  -5.900  -1.016  0.597
C  -5.485  -0.033  -1.917
C  -4.770  -1.402  -2.059
O  1.740  -0.531  -2.442
C  1.076  -1.813  -2.439
C  1.556  -2.711  -1.288
H  0.894  2.388  1.661
H  2.179  1.451  0.951
H  2.409  3.171  1.256
H  1.406  3.747  -0.720
H  0.022  2.740  -0.436
H  -0.956  0.018  -3.452
H  -0.069  1.445  -3.864
H  -1.289  2.815  -2.204
H  -2.330  1.996  -3.328
H  -2.784  0.176  -1.655
H  -1.814  1.042  -0.489
H  -3.174  3.744  -1.854
H  -5.729  4.176  -1.143
H  -3.457  4.457  0.922
H  -3.744  5.699  -0.262
H  -3.745  6.315  2.200
H  -4.888  2.954  1.509
H  -6.382  2.686  0.730
H  -6.683  0.923  -0.402
H  -5.024  0.724  -2.558
H  -6.482  -0.199  -2.331
H  -3.971  -1.510  -1.325
H  -5.462  -2.234  -2.031
H  -4.260  -1.378  -3.028
H  -0.010  -1.745  -2.344
H  1.281  -2.311  -3.388
H  2.539  -2.428  -0.916
H  1.465  -3.766  -1.540
H  0.857  -2.543  -0.465
C  6.625  -1.875  3.684
C  5.761  -3.114  3.576
O  4.410  -2.846  3.988
C  3.644  -2.228  3.094
O  3.970  -1.890  1.984
O  2.440  -2.029  3.645
C  1.540  -1.300  2.813
H  6.561  -1.452  4.687
H  7.665  -2.114  3.465
H  6.294  -1.105  2.987
H  6.135  -3.883  4.252
H  5.777  -3.529  2.569
H  1.457  -1.752  1.826
H  1.866  -0.265  2.729
H  0.563  -1.322  3.291
C  -2.481  5.558  -8.610
C  -1.784  4.527  -7.749
O  -2.697  3.920  -6.816
C  -3.489  2.973  -7.324
O  -3.495  2.582  -8.459
O  -4.295  2.538  -6.343
C  -5.260  1.571  -6.769
H  -2.999  6.289  -7.987
H  -1.761  6.078  -9.242
H  -3.228  5.093  -9.252
H  -1.014  5.008  -7.147
H  -1.295  3.763  -8.353
H  -4.785  0.742  -7.290
H  -6.006  2.042  -7.407
H  -5.751  1.191  -5.876
C  9.498  -6.400  7.905
C  8.630  -7.635  7.785
O  7.282  -7.370  8.201
C  6.518  -6.740  7.310
O  6.850  -6.396  6.203
O  5.317  -6.542  7.860
C  4.416  -5.806  7.034
H  9.437  -5.988  8.914
H  10.537  -6.639  7.682
H  9.168  -5.621  7.217
H  9.002  -8.413  8.451
H  8.644  -8.039  6.773
H  4.330  -6.252  6.045
H  4.745  -4.770  6.955
H  3.441  -5.829  7.513

Here are the Löwdin charges for atoms 1 to 5, given in e: -0.060, -0.271, -0.168, 0.522, -0.253

Entry from the OMol25 dataset: a cluster of 3 separate species, C5H10O in total in a non-equilibrium geometry (ωB97M-V with the def2-TZVPD basis set).

- Multiplicity: 1
- Energy above the lowest of the compared OMol25 structures with the same formula, charge and spin: 103.7 kcal per mole
- Gap between HOMO and LUMO: 10.0 eV
- F_max: 4.04 eV Å⁻¹
- HOMO level: -9.13 eV
- Calculated total energy: -7390.26942 eV
- LUMO: 0.8 eV

Geometry (Å):
C  1.788  0.968  -0.041
C  1.036  -0.336  0.128
O  1.437  -1.393  -0.331
H  0.925  -0.347  1.687
H  2.808  0.822  0.327
H  1.347  1.799  0.512
H  1.825  1.212  -1.107
C  -1.408  -1.394  -0.411
C  -0.702  -0.120  -0.052
C  -1.270  1.084  -0.166
H  0.059  -0.287  1.320
H  -0.813  -1.999  -1.102
H  -2.373  -1.199  -0.892
H  -1.585  -2.001  0.486
H  -0.753  2.005  0.069
H  -2.320  1.185  -0.427

Here are the Löwdin charges for atoms 1 to 5, given in e: -0.040, -0.580, 0.007, 0.178, 0.089

Entry from the OMol25 dataset: an isolated molecule of C6H4Cl2O in a non-equilibrium geometry (ωB97M-V with the def2-TZVPD basis set).

- Multiplicity: 1
- SMILES: Cl[C@@]12C=CC=C[C@]1(Cl)O2
- Energy above the lowest of the compared OMol25 structures with the same formula, charge and spin: 40.3 kcal per mole
- Gap between HOMO and LUMO: 9.6 eV
- F_max: 1.02 eV Å⁻¹
- HOMO level: -9.64 eV
- Calculated total energy: -33377.50435 eV
- LUMO: 0.0 eV

Geometry (Å):
C  -0.678  0.064  -1.388
C  -1.469  0.412  -0.250
C  0.604  -0.335  -1.273
C  -0.978  0.361  1.004
C  1.281  -0.226  0.007
C  0.442  0.143  1.216
O  1.354  1.011  0.631
Cl  2.676  -1.266  0.234
Cl  0.902  -0.485  2.787
H  -1.165  0.025  -2.350
H  -2.516  0.620  -0.405
H  1.153  -0.769  -2.092
H  -1.605  0.444  1.877

Here are the Löwdin charges for atoms 1 to 5, given in e: -0.063, -0.063, -0.054, -0.054, -0.814

Entry from the OMol25 dataset: a cluster of 2 separate species, C3H3NOS in total in a non-equilibrium geometry (ωB97M-V with the def2-TZVPD basis set).

- Multiplicity: 1
- SMILES: C=C=O.N=C=S
- Energy above the lowest of the compared OMol25 structures with the same formula, charge and spin: 23.6 kcal per mole
- Gap between HOMO and LUMO: 10.1 eV
- F_max: 1.49 eV Å⁻¹
- HOMO level: -9.35 eV
- Calculated total energy: -17530.91630 eV
- LUMO: 0.7 eV

Geometry (Å):
C  -0.748  1.258  0.307
C  -1.875  1.178  0.928
C  0.021  -1.828  -1.677
N  0.193  -2.360  -0.622
O  -2.888  1.106  1.493
S  -0.460  -1.219  -3.022
H  -0.607  0.805  -0.657
H  0.071  1.816  0.723
H  0.937  -2.533  0.017

Here are the Löwdin charges for atoms 1 to 5, given in e: 0.004, -0.280, -0.910, 0.136, 0.168

Entry from the OMol25 dataset: a cluster of 4 separate species, C20H51N3O7 in total in a non-equilibrium geometry (ωB97M-V with the def2-TZVPD basis set).

- Multiplicity: 1
- SMILES: COCCNCCOC.COCCNCCOC.COCCNCCOC.CCO
- Energy above the lowest of the compared OMol25 structures with the same formula, charge and spin: 56.4 kcal per mole
- Gap between HOMO and LUMO: 9.3 eV
- F_max: 4.20 eV Å⁻¹
- HOMO level: -8.73 eV
- Calculated total energy: -40362.06396 eV
- LUMO: 0.6 eV

Geometry (Å):
C  0.412  3.358  -3.473
C  0.806  3.425  -1.975
O  -0.477  3.441  -1.363
H  -0.010  4.315  -3.781
H  -0.339  2.577  -3.589
H  1.205  3.092  -4.171
H  1.395  4.278  -1.637
H  1.452  2.611  -1.645
H  -0.802  4.336  -1.488
C  -1.488  -2.240  -8.837
O  -1.846  -2.469  -7.482
C  -3.288  -2.578  -7.201
C  -3.506  -2.565  -5.629
N  -4.862  -2.292  -5.333
C  -5.294  -2.218  -3.973
C  -4.646  -1.034  -3.213
O  -5.253  -0.897  -1.896
C  -4.780  0.179  -1.204
H  -0.408  -2.208  -8.977
H  -1.950  -1.310  -9.172
H  -1.920  -3.094  -9.358
H  -3.696  -3.511  -7.591
H  -3.858  -1.785  -7.685
H  -2.833  -1.835  -5.179
H  -3.304  -3.567  -5.252
H  -5.497  -2.943  -5.771
H  -4.941  -3.092  -3.427
H  -6.367  -2.028  -3.977
H  -4.684  -0.206  -3.921
H  -3.574  -1.179  -3.080
H  -5.242  0.264  -0.220
H  -4.933  1.152  -1.672
H  -3.697  0.139  -1.086
C  5.861  -7.352  6.319
O  4.832  -6.842  5.364
C  3.665  -7.504  5.568
C  2.464  -6.703  4.953
N  2.789  -6.427  3.548
C  2.012  -5.312  3.043
C  2.258  -4.990  1.535
O  3.353  -4.127  1.284
C  3.619  -3.756  -0.060
H  5.702  -8.411  6.521
H  5.711  -6.933  7.314
H  6.907  -7.397  6.016
H  3.429  -7.640  6.623
H  3.828  -8.491  5.136
H  2.390  -5.730  5.440
H  1.546  -7.286  4.888
H  3.712  -6.038  3.681
H  2.189  -4.397  3.609
H  0.941  -5.411  3.222
H  1.331  -4.725  1.027
H  2.254  -5.930  0.984
H  3.154  -2.928  -0.596
H  3.491  -4.598  -0.741
H  4.686  -3.552  -0.155
C  3.395  4.243  4.416
O  2.047  4.529  4.582
C  1.397  5.222  3.548
C  -0.049  5.370  3.874
N  -0.826  6.016  2.906
C  -0.369  7.369  2.605
C  -1.289  8.138  1.666
O  -0.917  7.599  0.451
C  -1.696  8.005  -0.655
H  3.479  3.268  3.937
H  4.010  4.282  5.315
H  3.949  4.937  3.784
H  1.466  4.557  2.687
H  1.971  6.087  3.214
H  -0.118  5.847  4.852
H  -0.484  4.415  4.168
H  -0.846  5.428  2.085
H  0.631  7.541  2.207
H  -0.442  8.013  3.481
H  -1.248  9.228  1.676
H  -2.329  7.917  1.905
H  -1.438  9.039  -0.885
H  -2.783  7.952  -0.596
H  -1.410  7.363  -1.488

Here are the Löwdin charges for atoms 1 to 5, given in e: -0.086, -0.299, -0.098, 0.067, 0.072

Entry from the OMol25 dataset: a structure of composition C34H20F15GeN3PtS (ωB97M-V with the def2-TZVPD basis set).

- Multiplicity: 1
- Energy above the lowest of the compared OMol25 structures with the same formula, charge and spin: 0.0 kcal per mole
- Gap between HOMO and LUMO: 7.5 eV
- F_max: 0.29 eV Å⁻¹
- HOMO level: -7.29 eV
- Calculated total energy: -151412.52539 eV
- LUMO: 0.2 eV

Geometry (Å):
Pt  0.609  0.921  0.536
C  3.451  1.909  1.233
N  2.238  1.295  1.814
C  2.608  -0.061  2.318
C  1.692  2.083  2.942
C  2.517  2.786  3.798
C  1.979  3.521  4.846
C  0.604  3.541  5.014
C  -0.231  2.825  4.172
C  0.294  2.061  3.120
N  -0.416  1.362  2.170
C  -1.745  1.011  2.129
C  -2.655  1.028  3.197
C  -3.980  0.678  3.006
C  -4.448  0.289  1.761
C  -3.550  0.206  0.707
C  -2.221  0.539  0.890
N  -1.248  0.343  -0.211
C  -1.138  -1.120  -0.493
C  -1.703  1.017  -1.453
H  4.291  1.827  1.923
H  3.253  2.954  1.027
H  3.689  1.385  0.310
H  3.403  0.039  3.061
H  2.952  -0.667  1.482
H  1.736  -0.521  2.776
H  3.588  2.785  3.649
H  2.627  4.081  5.505
H  0.165  4.138  5.804
H  -1.299  2.912  4.291
H  -2.316  1.283  4.188
H  -4.656  0.705  3.851
H  -5.487  0.028  1.615
H  -3.893  -0.136  -0.261
H  -2.106  -1.501  -0.825
H  -0.839  -1.635  0.416
H  -0.395  -1.270  -1.273
H  -2.568  0.494  -1.866
H  -0.890  0.990  -2.172
H  -1.973  2.043  -1.225
F  -0.214  4.737  -2.961
C  -0.493  3.664  -3.712
C  0.290  2.525  -3.638
C  -0.054  1.493  -4.500
F  0.697  0.384  -4.546
C  -1.137  1.555  -5.358
F  -1.433  0.537  -6.164
C  -1.914  2.701  -5.376
F  -2.960  2.784  -6.191
C  -1.587  3.764  -4.554
F  -2.323  4.875  -4.586
Ge  1.888  2.246  -2.498
S  1.823  0.358  -1.418
C  3.315  2.312  -3.858
C  3.400  3.450  -4.642
F  2.555  4.470  -4.413
C  4.330  3.608  -5.650
F  4.378  4.724  -6.377
C  5.229  2.583  -5.894
F  6.136  2.708  -6.857
C  5.179  1.430  -5.134
F  6.043  0.444  -5.372
C  4.228  1.308  -4.132
F  4.234  0.171  -3.433
C  2.110  3.815  -1.320
C  1.054  4.266  -0.545
F  -0.161  3.718  -0.683
C  1.179  5.278  0.389
F  0.137  5.662  1.122
C  2.406  5.898  0.550
F  2.551  6.871  1.441
C  3.481  5.498  -0.223
F  4.668  6.082  -0.064
C  3.316  4.469  -1.135
F  4.413  4.078  -1.803

Here are the Löwdin charges for atoms 1 to 5, given in e: 0.919, -0.084, -0.337, -0.067, -0.202

Entry from the OMol25 dataset: a structure of composition C22H23BrN5O2RuS3 (ωB97M-V with the def2-TZVPD basis set).

- Multiplicity: 2
- Expectation value of S²: 0.76
- Energy above the lowest of the compared OMol25 structures with the same formula, charge and spin: 29.8 kcal per mole
- Gap between HOMO and LUMO (spin up / spin down): 7.5 / 6.7 eV
- F_max: 0.71 eV Å⁻¹
- HOMO level (spin up / spin down): -7.67 / -7.63 eV
- Calculated total energy: -139863.04440 eV
- LUMO (spin up / spin down): -0.2 / -0.9 eV

Geometry (Å):
Ru  -0.093  -0.931  0.107
S  -1.854  -1.469  -1.546
C  -1.738  -2.919  -0.612
S  -0.066  -3.291  -0.332
C  -2.795  -3.590  -0.053
C  -2.593  -4.690  0.838
N  -2.450  -5.553  1.587
C  -4.133  -3.108  -0.209
N  -5.209  -2.707  -0.302
C  4.144  -1.872  -0.658
C  3.010  -1.032  -0.138
O  1.927  -1.091  -0.725
C  3.202  -0.152  1.000
C  4.458  0.425  1.258
C  4.626  1.328  2.278
C  3.527  1.640  3.093
C  2.305  1.047  2.891
C  2.101  0.139  1.831
O  0.926  -0.430  1.717
H  3.731  -2.693  -1.239
H  4.756  -2.254  0.157
H  4.780  -1.273  -1.315
H  5.292  0.184  0.610
H  5.589  1.787  2.454
H  3.643  2.360  3.893
H  1.456  1.265  3.526
Br  -4.656  -2.159  4.799
C  -3.395  -1.763  3.462
C  -2.163  -2.393  3.467
C  -1.258  -2.057  2.481
N  -1.538  -1.155  1.531
C  -2.738  -0.567  1.525
C  -3.699  -0.841  2.478
H  -1.914  -3.142  4.203
H  -0.283  -2.516  2.438
H  -2.928  0.129  0.723
H  -4.663  -0.358  2.436
C  0.879  1.881  -3.675
N  0.649  2.023  -2.240
C  1.858  1.886  -1.441
C  -0.579  1.948  -1.709
S  -0.884  1.406  -0.110
N  -1.611  2.384  -2.462
C  -2.993  2.034  -2.138
C  -1.495  3.575  -3.299
H  1.587  1.065  -3.827
H  1.301  2.791  -4.107
H  -0.046  1.631  -4.185
H  2.587  2.620  -1.788
H  2.270  0.887  -1.556
H  1.639  2.063  -0.393
H  -3.051  1.015  -1.769
H  -3.578  2.111  -3.055
H  -3.408  2.709  -1.386
H  -0.488  3.976  -3.260
H  -2.182  4.334  -2.918
H  -1.760  3.362  -4.336

Here are the Löwdin charges for atoms 1 to 5, given in e: 0.828, 0.562, -1.125, 0.606, -0.376

Entry from the OMol25 dataset: a cluster of 2 separate species, C3H10N4 in total in a non-equilibrium geometry (ωB97M-V with the def2-TZVPD basis set).

- Multiplicity: 1
- Energy above the lowest of the compared OMol25 structures with the same formula, charge and spin: 132.6 kcal per mole
- Net charge: +2
- Gap between HOMO and LUMO (spin up / spin down): 7.7 / 8.2 eV
- F_max: 3.97 eV Å⁻¹
- HOMO level (spin up / spin down): -16.59 / -16.72 eV
- Calculated total energy: -9211.15538 eV
- LUMO (spin up / spin down): -8.9 / -8.5 eV

Geometry (Å):
C  -2.948  -0.898  -0.128
C  -3.885  1.203  -0.026
C  -5.488  -0.807  0.134
N  -1.816  -0.371  -0.245
N  -4.140  -0.198  0.025
N  -2.613  1.524  -0.262
N  9.952  0.204  -0.177
H  -3.217  -2.020  -0.144
H  -4.857  1.708  -0.421
H  -3.726  1.595  1.086
H  -5.521  -1.326  1.074
H  -6.122  0.058  0.076
H  -5.490  -1.660  -0.443
H  10.592  0.306  -0.923
H  9.163  -0.428  -0.318
H  9.730  1.190  0.001
H  10.387  -0.081  0.692

Here are the Löwdin charges for atoms 1 to 5, given in e: -0.215, -0.280, 0.040, 0.285, -0.121

Calculated values (Da) of M for the records, taken in order: 821.1; 86.1; 163.0; 101.1; 445.6; 1055.3; 666.6; 102.1.